Entry 1:
DFT (wB97M-V/def2-TZVPD) results for C23H40B3NO9 as an isolated structure.

```
! RIJCOSX wB97M-V def2-TZVPD def2/J DEFGRID3
* xyz 0 1
C -1.03176 3.45335 -5.25694
C -1.36079 2.95971 -3.83108
C -0.50504 1.76044 -3.44440
C -0.72261 1.31551 -1.99435
B 0.20754 0.11875 -1.62050
O -0.22576 -0.99700 -0.90688
B 0.43743 -0.98659 0.32337
C -0.36981 -1.01450 1.66241
C 0.50172 -0.82785 2.88118
C 0.36496 0.32519 3.64227
C 1.16733 0.54230 4.75603
C 2.12227 -0.40318 5.12197
C 2.25646 -1.56753 4.37264
C 1.45550 -1.78196 3.25887
O 1.81601 -0.86898 0.25845
B 2.33530 -0.46414 -0.95106
O 3.68200 -0.67320 -1.21110
N 4.55335 -0.39882 -0.07404
O 4.75093 0.73198 0.03412
O 1.57268 0.13550 -1.91682
H -1.93795 3.48687 -5.85255
H -0.62662 4.45795 -5.23105
H -0.32793 2.78835 -5.74222
H -1.14708 3.75655 -3.12212
H -2.40737 2.68384 -3.76090
H 0.54486 1.97584 -3.61922
H -0.77384 0.92058 -4.08408
H -0.46064 2.12029 -1.30159
H -1.75278 1.02558 -1.80710
H -0.98607 -1.90885 1.72966
H -1.04997 -0.16527 1.59817
H -0.36333 1.07963 3.38129
H 1.03788 1.44783 5.31981
H 2.74952 -0.22733 5.97965
H 2.98645 -2.31587 4.63450
H 1.54963 -2.66635 2.64759
C -2.90922 2.75482 5.29216
C -2.36859 1.72181 6.24772
O -1.17800 1.58222 6.40055
C -3.37027 0.85754 6.97503
H -2.07915 3.28288 4.83082
H -3.49154 2.26759 4.50877
H -3.54661 3.47042 5.81485
H -3.97689 0.30442 6.25642
H -4.02772 1.47956 7.58435
H -2.84541 0.15413 7.61698
C -1.99455 4.21916 0.01209
C -1.17476 3.62329 1.13005
O -1.69197 3.06360 2.06873
C 0.32545 3.75880 1.02221
H -3.05143 4.05553 0.20810
H -1.80403 5.29095 -0.06099
H -1.72825 3.74965 -0.93687
H 0.60396 4.81317 0.99091
H 0.68109 3.27761 0.10937
H 0.79738 3.28939 1.88285
C -3.65971 -3.73512 -4.04233
C -2.63292 -2.64890 -3.83093
O -2.79966 -1.52759 -4.25231
C -1.38701 -3.02153 -3.06676
H -4.50220 -3.33598 -4.60185
H -3.21833 -4.56302 -4.59909
H -4.01207 -4.10849 -3.07966
H -0.85151 -3.81869 -3.58628
H -1.64669 -3.35883 -2.06283
H -0.74673 -2.15287 -2.99233
C 4.97396 -4.74819 -3.90764
C 4.44999 -5.03452 -2.51975
O 4.50079 -6.14230 -2.04078
C 3.86249 -3.86667 -1.76483
H 5.36846 -5.66313 -4.34293
H 4.17047 -4.36651 -4.53955
H 5.76732 -4.00075 -3.86103
H 3.01558 -3.45321 -2.31558
H 4.61132 -3.08709 -1.63511
H 3.52447 -4.20177 -0.78650
*
```

## Properties
relative energy (zero: lowest compared OMol25 entry of this formula, charge and spin) = 2.5 kcal per mole
gap between HOMO and LUMO = 8.32 eV


Entry 2:
DFT (wB97M-V/def2-TZVPD) results for a 8-piece molecular cluster, C23H40Br8O12 overall.

```
! RIJCOSX wB97M-V def2-TZVPD def2/J DEFGRID3
* xyz 0 1
C 18.03088 -9.88232 2.27548
C 18.70174 -10.60806 3.46759
C 17.74295 -11.52526 4.20749
O 18.47231 -12.71255 4.37592
C 19.49942 -12.76943 3.46237
O 19.96910 -13.83665 3.07479
O 19.71491 -11.53544 3.01446
H 17.53542 -10.66407 1.69972
H 18.80157 -9.41647 1.66138
H 17.26624 -9.15344 2.54408
H 19.27052 -9.90260 4.07333
H 16.88251 -11.57687 3.54036
H 17.47242 -11.07794 5.16395
C 18.69885 -20.40534 1.72690
C 17.66946 -19.46713 1.20763
C 18.29933 -18.80872 -0.06676
O 17.30025 -18.89137 -1.04884
C 16.43195 -19.86325 -0.67209
O 15.60212 -20.32242 -1.46239
O 16.56096 -20.05285 0.62019
H 19.05313 -21.22847 1.10640
H 18.19734 -20.89948 2.55901
H 19.65673 -20.20759 2.20799
H 17.31868 -18.77922 1.97692
H 19.19601 -19.35740 -0.35490
H 18.38020 -17.73250 0.08586
C 13.62282 -4.42268 -6.77226
C 14.83341 -5.05421 -6.27163
C 15.87938 -4.04908 -6.01366
O 16.61709 -4.57736 -4.95062
C 15.81927 -5.41294 -4.23958
O 16.12868 -6.06447 -3.25338
O 14.62815 -5.55764 -4.92507
H 13.96773 -3.94938 -7.69156
H 13.22917 -3.61389 -6.15663
H 12.76623 -5.06330 -6.98191
H 15.25341 -5.88327 -6.84117
H 15.76665 -2.96512 -6.03435
H 16.59031 -4.07691 -6.83945
C 14.21956 -10.67033 10.68700
O 15.36147 -9.73819 10.67504
C 15.69721 -8.95621 9.60465
O 15.12365 -8.91396 8.52023
O 16.77371 -8.29055 10.00618
C 17.27534 -7.27634 9.18507
H 13.76356 -10.84939 9.71329
H 13.29996 -10.52712 11.25439
H 14.54005 -11.58896 11.17844
H 18.35999 -7.36756 9.24274
H 17.10753 -6.24015 9.47879
H 17.13093 -7.55978 8.14253
Br 21.65496 -4.46992 -0.07177
C 23.07495 -5.39619 0.75045
C 24.01398 -6.08857 -0.17471
Br 24.82728 -7.60679 0.73892
H 22.54615 -6.15404 1.32848
H 23.60871 -4.85884 1.53433
H 24.66665 -5.42760 -0.74502
H 23.42780 -6.52257 -0.98473
Br 12.18508 -11.61555 -2.20479
C 12.28300 -11.23295 -0.28270
C 11.89264 -9.81873 0.01642
Br 12.14903 -9.49073 1.91721
H 13.26939 -11.62667 -0.03750
H 11.60602 -11.91839 0.22718
H 10.86955 -9.61838 -0.30175
H 12.41340 -9.11020 -0.62770
Br 13.91346 -16.23999 9.44460
C 14.27158 -16.60938 7.43806
C 13.07021 -16.17281 6.71677
Br 13.29756 -16.44815 4.75716
H 14.40559 -17.69109 7.43084
H 15.20454 -16.26778 6.98973
H 12.87991 -15.10341 6.80777
H 12.17862 -16.71523 7.03131
Br 25.74167 -17.02280 4.89113
C 24.68957 -18.66836 4.41311
C 24.83358 -19.67985 5.55383
Br 24.02132 -21.37407 5.10198
H 25.16443 -19.00036 3.48987
H 23.65099 -18.38267 4.24628
H 24.32052 -19.25153 6.41487
H 25.84428 -19.81777 5.93797
*
```

## Properties
gap between HOMO and LUMO = 10.39 eV
structure (SMILES) = C[C@H]1COC(=O)O1.C[C@H]1COC(=O)O1.C[C@H]1COC(=O)O1.COC(=O)OC.BrCCBr.BrCCBr.BrCCBr.BrCCBr


Entry 3:
DFT (wB97M-V/def2-TZVPD) results for C23H40BrCaCl5CsF3N4O10PS as an isolated structure.

```
! RIJCOSX wB97M-V def2-TZVPD def2/J DEFGRID3
* xyz 1 1
C 0.82711 -3.61148 -1.71796
C 1.16966 -2.49731 -0.67993
F 2.26664 -2.86493 0.07745
C 1.44150 -1.23791 -1.52668
C 2.36157 -1.75225 -2.65284
C 3.63479 -2.56986 -2.25427
O 4.74552 -2.14550 -2.26849
Cl 3.33321 -4.25246 -1.71769
O 1.87820 -0.18197 -0.66533
C 3.21118 -0.03675 -0.35402
F 3.91703 0.62035 -1.31725
C 3.31283 0.81737 0.91077
C 3.17845 -0.02300 2.14796
O 4.14593 -0.52788 2.65211
C 0.08287 -0.57325 -2.06892
C -0.48026 -1.20093 -3.36124
C -0.13723 -0.48122 -4.65774
N 0.70860 -0.87629 -5.50491
O -0.76371 -0.43365 -0.92344
C -2.17050 -0.60675 -0.93389
C -2.54779 -0.27197 0.52646
C -2.56610 -2.10857 -1.05268
C -3.90770 -2.43135 -1.69517
C -5.11210 -2.18884 -0.77897
N -6.10094 -3.25712 -1.01417
C -3.03873 0.30743 -1.80889
C -3.01079 1.80165 -1.56104
O -2.56880 2.55383 -2.38810
N -3.64866 2.37454 -0.38692
C -4.88259 3.07881 -0.76911
C -2.77698 3.28030 0.33787
P 0.37086 1.28237 -2.54688
N 0.37257 2.14564 -1.06414
O 1.88870 1.49918 -3.10377
H -0.15625 -4.07239 -1.57184
H 0.85487 -3.28952 -2.72115
H 1.56029 -4.43280 -1.65554
H 0.41946 -2.41999 0.09447
H 1.79556 -2.45039 -3.22585
H 2.74067 -1.05521 -3.38507
H 3.76413 -0.94718 -0.15957
H 4.30212 1.24690 0.87940
H 2.58724 1.62057 0.83239
H 2.16373 -0.13123 2.56969
H -0.20537 -2.22914 -3.51734
H -1.56174 -1.23999 -3.38680
H -0.68995 0.40342 -4.92700
H 1.15813 -1.73729 -5.19042
H -2.10453 -0.98824 1.20430
H -3.61940 -0.22927 0.63062
H -2.10219 0.68699 0.77433
H -1.81685 -2.66928 -1.60009
H -2.59318 -2.55499 -0.06423
H -4.09695 -1.91055 -2.62805
H -3.94308 -3.48767 -1.92665
H -5.60020 -1.23992 -1.01177
H -4.84314 -2.22539 0.27056
H -6.46515 -3.11143 -1.94395
H -6.86580 -3.18166 -0.36045
H -4.09112 0.07098 -1.71387
H -2.82714 0.24710 -2.86609
H -5.55438 2.42222 -1.30194
H -4.65685 3.95739 -1.36414
H -5.40327 3.37031 0.13371
H -3.39301 4.17314 0.58469
H -2.55694 2.80131 1.34257
H -1.88225 3.58049 -0.19717
H 0.42085 1.52324 -0.26661
H 1.16824 2.77259 -1.02608
H 1.92488 1.39156 -4.05824
C 6.04817 -0.36250 5.17760
C 6.26678 -0.83669 6.59698
O 7.64299 -0.54643 6.86313
S 8.07617 0.77915 6.07166
O 7.99544 1.88667 6.94845
O 9.24424 0.49353 5.33095
O 6.82064 0.84025 5.07541
H 6.43372 -1.08202 4.45420
H 5.00587 -0.15963 4.95992
H 6.07099 -1.89770 6.71886
H 5.65691 -0.27131 7.30571
Cs -3.19752 3.27152 3.01600
C -3.55311 9.40611 4.98999
Cl -4.97183 10.42959 4.81421
Cl -2.34063 9.85400 3.79087
Cl -2.88429 9.58252 6.60790
Cl -4.02531 7.70735 4.73596
F 1.32585 -5.96516 -1.72934
Ca -0.21348 -5.82840 -1.29603
Br -2.36739 -5.59568 -3.55750
*
```

## Properties
gap between HOMO and LUMO = 6.29 eV


Entry 4:
DFT (wB97M-V/def2-TZVPD) results for C23H40Cl3N4O3RuSi as an isolated structure.

```
! RIJCOSX wB97M-V def2-TZVPD def2/J DEFGRID3
* xyz 0 6
C 0.08033 -2.04915 -2.46172
C 1.39602 -2.04232 -1.75338
H 0.16861 -1.95803 -3.54112
H -0.55321 -1.24488 -2.09223
H -0.45437 -2.97866 -2.25097
C 2.59115 -2.17175 -2.33355
C 2.88906 -2.34875 -3.78385
H 3.46467 -2.17068 -1.69034
H 2.00433 -2.30587 -4.41299
H 3.37490 -3.31035 -3.96711
H 3.58665 -1.58553 -4.13870
Ru -0.36953 0.32768 1.01620
Cl -1.28979 -1.60270 1.90857
Cl -2.00203 0.50202 -0.62569
C 1.42099 -0.57558 3.20621
O 1.01778 0.43189 2.60038
N 2.35035 -0.53832 4.16137
C 3.00988 0.69681 4.52679
C 2.80122 -1.75350 4.80557
H 1.00818 -1.56078 2.99531
H 2.52677 1.51856 4.01244
H 4.06300 0.66103 4.24418
H 2.94506 0.85335 5.60321
H 2.25955 -2.60336 4.40426
H 2.63496 -1.69935 5.88192
H 3.86213 -1.91049 4.61755
H 0.99939 0.76029 -2.73795
H 3.44715 0.78002 -2.12347
C 0.89370 1.76303 -2.33199
C 3.30115 1.81127 -1.80110
N 1.93838 1.99040 -1.34895
H -0.07532 1.83778 -1.85540
C 1.65794 2.12304 -0.06019
O 0.51731 2.16519 0.43294
H 3.99563 2.02929 -0.99469
H 2.54667 2.22473 0.57699
H 0.98559 2.49411 -3.13497
H 3.51230 2.47700 -2.63669
O 0.94597 -0.46568 -0.05905
C 1.24927 -1.81745 -0.25422
C 3.46104 -1.31987 0.86382
C 2.46263 -2.23368 0.54453
H 3.32725 -0.29229 0.56038
C 4.59111 -1.71390 1.56590
H 0.41437 -2.44213 0.08243
C 2.60956 -3.55040 0.97030
H 5.36486 -0.99049 1.79400
C 4.73384 -3.03311 1.97472
C 3.73217 -3.94974 1.68090
H 1.83239 -4.26831 0.73836
H 5.61464 -3.34441 2.52213
H 3.82874 -4.97877 2.00303
Si -6.11404 1.75659 -3.61922
Cl -5.32004 0.83589 -5.33402
C -5.28406 3.42075 -3.45093
C -5.73087 0.64622 -2.16774
C -7.95398 1.92961 -3.88606
H -4.20572 3.31607 -3.34518
H -5.65580 3.94978 -2.57268
H -5.47286 4.04635 -4.32148
H -8.17091 2.53976 -4.76108
H -8.42554 2.40233 -3.02395
H -8.42493 0.95924 -4.03323
H -4.65760 0.51208 -2.04489
H -6.17580 -0.33896 -2.29542
H -6.12229 1.07197 -1.24314
N -2.81280 2.06302 1.91437
C -3.52621 2.40125 3.00388
C -2.96677 1.78999 4.10718
C -1.89681 1.07433 3.61777
N -1.81878 1.27194 2.28434
H -3.01635 2.36861 0.93895
H -4.39507 3.04460 2.99733
H -3.29842 1.85426 5.13707
H -1.22872 0.44711 4.19407
*
```

## Properties
relative energy (zero: lowest compared OMol25 entry of this formula, charge and spin) = 19.2 kcal per mole
expectation value of S² = 8.7966
gap between HOMO and LUMO (alpha / beta) = 5.10 / 4.56 eV


Entry 5:
DFT (wB97M-V/def2-TZVPD) results for C23H40N10O8SSi2TeY as an isolated structure.

```
! RIJCOSX wB97M-V def2-TZVPD def2/J DEFGRID3
* xyz -1 1
Y 1.62466 1.47447 2.05723
O -2.25833 -0.44542 2.81368
C -0.93565 -0.45504 2.90558
O -0.16865 -0.42742 1.93335
C -0.41303 -0.21958 4.24856
C -1.20573 -0.20434 5.43750
C -0.54103 0.24313 6.59921
C 0.74752 0.71442 6.58903
C 1.41752 0.81688 5.38285
N 0.82549 0.36860 4.26524
C 2.71765 1.60312 5.15044
O 3.36739 1.94159 6.13136
O 3.01081 1.87150 3.92759
H -2.44707 -0.11995 1.90461
H -2.19675 -0.61640 5.50730
H -1.09252 0.23703 7.58027
H 1.27515 1.15305 7.42370
C -1.03852 4.46108 1.04003
C -1.26247 3.24487 1.96092
C -2.49488 3.26321 2.84819
O -0.13051 3.12335 2.87670
C -1.20629 1.95470 0.95116
O -2.21584 1.24084 0.82536
O -0.04246 1.84841 0.47163
H -0.87563 5.36339 1.62129
H -1.89769 4.72061 0.40087
H -0.13508 4.33434 0.45540
H -2.55005 4.23494 3.30668
H -2.36807 2.45717 3.57021
H -3.39780 3.08896 2.24013
H 0.29549 4.04707 2.99262
N 4.54830 3.32838 0.96074
C 3.61037 4.17038 1.60344
N 3.91661 5.43743 1.98927
N 2.79718 5.84105 2.58243
N 1.84260 4.88782 2.50261
N 2.38520 3.79631 1.93939
C 4.16518 2.28569 0.09413
N 4.88624 1.90182 -0.91092
N 4.16266 0.93169 -1.50196
N 3.04945 0.72107 -0.85501
N 3.01288 1.56001 0.21214
H 5.31680 3.85842 0.58435
C 4.38680 -2.46794 2.94530
S 2.64908 -1.97724 2.68724
C 2.07375 -2.98773 1.35014
O 2.81908 -0.61123 1.90871
H 4.59116 -2.42073 4.08953
H 5.02618 -1.76113 2.37648
H 4.53287 -3.45836 2.51644
H 2.38964 -4.04964 1.54012
H 2.52187 -2.56342 0.41934
H 0.97664 -2.89159 1.30578
C -0.22002 -4.18297 -6.99346
Si 0.16716 -2.47618 -6.33936
C 1.45451 -2.68319 -4.94952
C 0.55499 -1.24254 -7.74027
C -1.35915 -1.76553 -5.50232
Te -1.19011 -0.47714 -3.76468
C -3.25568 -0.38148 -3.25907
Si -3.74762 -1.68765 -1.97466
C -5.00524 -0.75870 -0.88923
C -4.62702 -3.22457 -2.65162
C -2.18407 -2.20315 -1.00257
H 0.70702 -4.60434 -7.41219
H -1.04541 -4.24302 -7.71758
H -0.52593 -4.84119 -6.14772
H 2.21599 -3.39405 -5.27262
H 1.02407 -3.06918 -4.01409
H 1.96401 -1.74368 -4.64814
H 1.05734 -1.69549 -8.59780
H 1.31387 -0.51841 -7.41510
H -0.30861 -0.67555 -8.15458
H -1.93697 -2.62543 -5.12033
H -1.90817 -1.23726 -6.29070
H -3.83293 -0.44734 -4.22434
H -3.41987 0.67930 -2.89282
H -5.89125 -0.48808 -1.47445
H -4.57212 0.16911 -0.49759
H -5.29291 -1.35743 -0.01912
H -5.60242 -2.95224 -3.16130
H -4.83310 -3.85089 -1.76677
H -3.94369 -3.73742 -3.33741
H -1.51643 -1.33553 -0.80705
H -1.79876 -2.99137 -1.62343
H -2.50961 -2.80705 -0.09653
*
```

## Properties
relative energy (zero: lowest compared OMol25 entry of this formula, charge and spin) = 0.0 kcal per mole
gap between HOMO and LUMO = 6.23 eV


Entry 6:
DFT (wB97M-V/def2-TZVPD) results for C23H40NO3P2Pb as an isolated structure.

```
! RIJCOSX wB97M-V def2-TZVPD def2/J DEFGRID3
* xyz 3 1
Pb 0.53694 -0.61940 -0.23431
P -1.25268 -1.30302 1.75452
C -2.63593 -1.77846 0.65194
C -2.96055 -0.81440 -0.49451
N -1.98538 -0.01443 -0.97431
C -2.23779 0.84239 -1.98577
C -3.52339 0.96032 -2.52450
C -4.53069 0.10608 -2.06991
C -4.25040 -0.79435 -1.03811
C -1.12824 1.75874 -2.51260
P 0.60845 1.21936 -2.30325
H -5.00881 -1.43974 -0.59079
H -3.68324 1.69868 -3.31360
H -5.52081 0.14125 -2.51574
H -1.27852 1.91178 -3.59843
H -1.26223 2.77144 -2.08110
H -2.44262 -2.79798 0.24746
H -3.52539 -1.89256 1.29364
H 1.60099 -3.90839 -2.32533
O 0.63796 -3.77337 -2.27872
H 0.24952 -4.69911 -2.33997
H 3.83613 -1.18773 -2.50724
O 3.64723 -2.09886 -2.81014
H 4.35322 -2.26687 -3.46799
C 0.88494 0.37265 -3.90726
H 0.78252 1.09305 -4.73172
H 1.89891 -0.05596 -3.92591
H 0.14927 -0.43372 -4.04814
C 1.58419 2.76716 -2.36847
H 2.65644 2.51054 -2.29963
H 1.41971 3.30766 -3.31458
H 1.32279 3.43399 -1.52679
C -2.03771 -0.13457 2.91269
H -2.82728 -0.66040 3.46953
H -1.27146 0.21088 3.62223
H -2.47126 0.72647 2.38532
C -0.96519 -2.77964 2.78898
H -0.17090 -2.53793 3.51753
H -1.88920 -3.03272 3.33622
H -0.64164 -3.63667 2.17582
C 3.78984 0.37819 0.27167
C 3.37276 -0.28506 1.60123
C 4.40526 -1.31845 2.06130
C 2.93471 0.71476 2.65982
C 3.58015 0.86788 3.88613
C 3.17710 1.83534 4.81647
C 2.06592 2.64489 4.54174
C 1.34576 2.48169 3.36124
C 0.13022 3.36109 3.10169
C -0.83238 3.35373 4.29226
C 0.52776 4.82897 2.89493
C 1.71433 1.43799 2.44117
O 0.88564 1.09320 1.50187
H 4.77078 0.87053 0.35377
H 3.06649 1.14154 -0.04779
H 3.83481 -0.38393 -0.52476
H 2.47529 -0.89290 1.34959
H 5.37319 -0.82902 2.21149
H 4.09516 -1.80992 2.99067
H 4.51854 -2.11125 1.30654
H 4.41751 0.19842 4.10137
H 3.72860 1.95839 5.75991
H 1.72945 3.41635 5.25195
H -0.39217 2.99588 2.20458
H -0.30962 3.71626 5.18699
H -1.67441 4.02788 4.09836
H -1.22706 2.35204 4.48491
H 1.16918 4.94567 2.01749
H -0.36607 5.44666 2.75684
H 1.05552 5.19804 3.78418
*
```

## Properties
relative energy (zero: lowest compared OMol25 entry of this formula, charge and spin) = 21.9 kcal per mole
gap between HOMO and LUMO (alpha / beta) = 3.57 / 3.64 eV


The records above yield maximum force values of 1.242 4.258 14.742 5.398 3.639 5.059 eV Å⁻¹, respectively.